182
Properties=species:S:1:pos:R:3:forces:R:3 method="wB97M-V/def2-TZVPD" orbital_gap_ev="6.295 / 2.421" total_charge=+3 fmax_ev_per_a=4.09 lumo_energy_ha="-0.2391 / -0.3814" spin_multiplicity=2 e_tot_ev=-68111.270
N 2.096 3.557 2.350 1.898 -0.222 0.454
H 2.711 3.202 3.067 0.346 -0.157 0.100
H 2.645 4.022 1.641 0.033 -0.112 -0.396
H 1.512 4.253 2.793 -1.742 1.718 0.577
H 1.511 2.808 2.007 -0.840 -1.524 -1.461
N 1.953 -3.118 -2.388 -0.060 -0.739 1.232
H 2.349 -2.916 -3.294 0.700 -0.143 -1.272
H 2.553 -3.238 -1.585 0.632 -0.125 -0.295
H 1.348 -3.925 -2.442 -0.621 -1.125 0.052
H 1.385 -2.323 -2.132 -0.906 2.230 0.388
N 2.695 1.828 -1.512 0.294 -0.265 1.622
H 3.613 1.902 -1.097 0.420 -0.217 -0.680
H 2.347 0.904 -1.723 -0.341 -1.802 -0.200
H 2.403 2.494 -2.212 -0.095 1.518 -1.413
H 2.078 2.106 -0.762 -0.974 -0.262 1.335
N 2.883 -0.431 2.071 1.863 -0.476 -1.497
H 2.481 0.323 1.532 -1.575 1.621 -0.725
H 3.847 -0.227 2.292 0.230 0.334 0.769
H 3.000 -1.189 1.413 -0.508 -0.627 -0.264
H 2.331 -0.744 2.856 -0.498 -0.776 1.411
O 1.119 -0.673 -1.657 -0.334 1.213 1.059
C 0.305 -0.682 -0.479 1.349 0.171 -0.207
C 0.049 0.677 0.458 0.685 -0.352 -1.720
O 1.115 1.501 0.864 1.714 -0.442 0.216
H 0.743 -1.508 0.081 0.419 -0.260 1.511
H -0.636 -1.171 -0.729 -0.917 0.834 0.070
H -0.497 0.458 1.376 -0.608 -0.682 -0.157
H -0.551 1.291 -0.214 -0.659 -0.049 0.021
C 0.602 2.068 -4.363 -0.199 0.485 -0.958
C 0.523 3.528 -3.804 0.636 -1.654 0.464
N 1.678 3.853 -2.909 -2.310 0.277 0.034
C 1.185 4.999 -2.098 1.131 -0.497 0.285
C 0.002 4.725 -1.147 0.597 0.929 -0.165
C 2.850 4.290 -3.629 0.603 -0.638 0.975
C 3.528 3.158 -4.397 -1.257 1.324 -1.597
H -0.309 1.493 -4.201 0.125 0.023 0.295
H 1.479 1.467 -4.121 -0.220 0.175 0.903
H 0.732 2.105 -5.445 -0.333 0.193 -0.260
H 0.406 4.245 -4.617 0.260 0.219 -0.092
H -0.352 3.642 -3.165 -0.011 -0.328 -0.349
H 2.055 5.333 -1.533 0.067 -0.123 0.561
H 1.098 5.837 -2.790 -0.954 0.282 -0.038
H 0.138 3.842 -0.523 0.028 -0.339 -0.299
H 0.014 5.560 -0.446 -0.201 0.174 0.074
H -0.980 4.736 -1.619 0.127 -0.190 0.022
H 3.541 4.611 -2.850 0.172 0.559 -0.060
H 2.518 5.138 -4.228 0.713 0.134 -0.561
H 3.783 2.234 -3.879 0.260 0.424 0.143
H 4.321 3.622 -4.984 0.479 -0.477 0.318
H 2.778 2.926 -5.153 0.283 -0.521 -0.217
C 0.625 5.990 5.943 0.544 0.048 0.804
C 1.154 5.165 4.799 -0.969 0.542 -1.239
N 0.429 5.424 3.470 -0.528 -2.069 0.407
C 0.592 6.723 2.882 1.535 0.717 -0.394
C 2.049 7.123 2.577 0.072 0.921 0.860
C -1.019 5.100 3.465 -0.891 -2.455 0.394
C -1.273 3.518 3.610 0.463 1.092 -0.418
H 0.772 7.061 5.805 -0.024 -0.050 -0.053
H 1.178 5.694 6.835 0.167 0.214 0.120
H -0.412 5.807 6.222 -0.087 -0.091 -0.477
H 2.219 5.278 4.596 0.071 0.858 0.119
H 1.167 4.109 5.071 -0.897 -0.333 -0.267
H 0.113 7.457 3.530 0.069 0.446 -0.149
H 0.138 6.765 1.892 -0.641 -0.253 0.245
H 2.545 6.752 1.680 -0.493 -0.415 -0.191
H 2.753 6.977 3.396 -0.120 -0.112 0.187
H 2.016 8.207 2.459 0.174 0.073 -0.184
H -1.645 5.658 4.161 0.439 0.080 0.682
H -1.538 5.347 2.539 0.850 0.213 -0.504
H -2.263 3.148 3.344 -0.401 0.732 0.235
H -0.687 3.042 2.823 0.509 -0.186 0.155
H -1.041 3.102 4.590 0.219 0.126 -0.010
C 1.140 -3.626 2.651 -1.251 -0.741 0.992
C 0.750 -2.749 3.875 1.490 0.486 -1.299
N 1.926 -1.922 4.291 -0.949 1.450 0.603
C 3.022 -2.729 4.757 0.809 -1.827 0.744
C 4.250 -2.044 5.295 0.089 0.519 -0.541
C 1.503 -0.956 5.370 0.254 -0.525 -0.048
C 0.389 0.001 5.028 -0.675 -0.091 0.067
H 0.243 -4.207 2.436 -0.320 0.053 -0.349
H 1.826 -4.439 2.886 0.451 0.439 -0.010
H 1.385 -3.100 1.728 0.204 0.197 0.253
H -0.030 -2.062 3.546 -0.014 0.129 0.013
H 0.317 -3.344 4.679 0.380 -0.205 0.226
H 2.782 -3.363 5.611 -1.034 -0.314 0.174
H 3.352 -3.479 4.037 -0.314 0.383 -0.578
H 5.100 -2.709 5.139 0.026 0.106 0.252
H 4.432 -1.143 4.709 0.311 0.351 0.308
H 4.121 -1.848 6.359 0.330 0.396 -0.178
H 2.223 -0.274 5.823 1.288 -0.652 -0.866
H 1.246 -1.550 6.247 -0.500 -0.209 0.181
H 0.296 0.406 4.020 0.463 -0.316 -0.367
H 0.588 0.874 5.651 -0.773 -0.003 0.206
H -0.559 -0.490 5.248 -0.287 0.551 0.144
C -2.962 2.384 -1.396 -0.453 1.252 -1.757
C -4.054 3.356 -2.043 0.557 -1.139 1.506
N -5.376 2.956 -1.583 0.232 0.809 0.886
C -6.470 3.385 -2.462 0.723 -2.310 0.141
C -6.897 4.793 -2.454 -0.538 1.195 0.197
C -5.614 3.209 -0.130 0.365 -0.795 -0.266
C -6.575 2.166 0.405 -1.015 -0.839 -0.338
H -2.575 2.745 -0.443 -0.289 -0.278 0.132
H -2.134 2.425 -2.103 0.395 -0.143 0.109
H -3.316 1.354 -1.415 -0.105 0.103 0.407
H -3.781 4.374 -1.765 0.045 0.432 0.051
H -4.009 3.311 -3.131 -0.085 -0.245 0.034
H -6.106 3.060 -3.437 -0.335 0.102 -0.262
H -7.277 2.709 -2.181 -0.378 0.111 -0.353
H -7.689 4.947 -1.721 0.140 0.232 0.183
H -6.056 5.449 -2.227 -0.078 0.228 -0.086
H -7.335 5.079 -3.410 0.144 0.050 -0.041
H -5.980 4.204 0.122 0.011 0.314 -0.276
H -4.682 3.078 0.420 0.272 0.135 -0.275
H -6.532 1.842 1.445 0.378 0.700 0.291
H -6.437 1.231 -0.139 0.127 -0.001 -0.275
H -7.613 2.446 0.228 -0.074 0.058 0.016
C -3.336 -5.518 2.766 -0.480 0.456 -0.187
C -3.992 -4.090 2.626 1.606 -2.509 -0.697
N -3.318 -3.172 3.559 -3.938 0.933 -0.565
C -3.558 -1.759 3.225 1.867 1.100 -1.668
C -2.719 -1.354 2.013 0.692 0.028 -1.111
C -3.556 -3.447 4.952 0.955 -0.227 1.388
C -2.235 -3.416 5.735 0.195 0.422 -0.189
H -2.285 -5.532 2.478 0.125 0.428 0.311
H -3.765 -6.226 2.057 -0.485 0.169 0.145
H -3.472 -5.907 3.775 0.145 -0.132 -0.152
H -3.980 -3.853 1.562 0.645 0.873 0.222
H -5.064 -4.148 2.814 -0.101 0.187 0.866
H -4.597 -1.570 2.953 -0.359 -0.684 0.247
H -3.288 -1.015 3.975 -0.093 -0.745 0.731
H -3.064 -0.445 1.520 -0.204 0.183 0.449
H -1.663 -1.204 2.235 -0.076 0.112 0.434
H -2.675 -2.054 1.178 -0.455 -0.396 0.242
H -3.973 -4.424 5.195 -0.245 0.047 -0.784
H -4.244 -2.671 5.288 0.010 0.074 0.146
H -1.637 -2.521 5.565 -0.223 0.181 -0.111
H -1.645 -4.253 5.362 0.044 -0.144 0.512
H -2.442 -3.451 6.805 0.069 -0.376 -0.118
C 0.814 -1.905 -6.678 0.798 -0.945 -0.499
C 2.080 -2.806 -6.350 -0.643 0.427 -0.655
N 2.682 -2.635 -5.057 2.067 -0.246 1.508
C 4.078 -3.313 -4.997 -0.948 -0.964 -0.411
C 4.016 -4.868 -5.237 -0.657 1.013 0.495
C 2.777 -1.212 -4.679 0.364 0.558 0.691
C 3.416 -0.166 -5.655 -0.565 -1.851 -0.200
H 0.747 -1.873 -7.765 0.130 0.085 -0.095
H 0.847 -0.868 -6.344 0.237 -0.195 0.138
H -0.146 -2.338 -6.397 0.211 -0.156 0.509
H 1.858 -3.866 -6.476 -0.314 0.093 -0.116
H 2.927 -2.603 -7.006 -0.442 0.179 -1.057
H 4.493 -3.094 -4.014 0.044 0.101 -0.009
H 4.764 -2.968 -5.771 -0.053 0.720 -0.017
H 4.902 -5.466 -5.022 0.444 0.695 -0.037
H 3.766 -5.036 -6.284 -0.248 -0.278 0.200
H 3.280 -5.277 -4.544 -0.468 -0.189 -0.330
H 1.780 -0.930 -4.343 -0.192 0.320 -0.446
H 3.307 -1.178 -3.727 0.409 -0.029 0.129
H 3.290 -0.609 -6.642 -0.195 0.492 -0.296
H 2.871 0.777 -5.608 0.442 -0.079 -0.051
H 4.501 -0.101 -5.569 -0.111 0.414 0.439
C 1.887 -6.270 -0.216 -0.501 0.651 -0.886
C 0.917 -6.542 -1.417 1.233 -0.085 0.937
N 0.134 -5.380 -1.838 0.372 0.396 1.312
C -0.670 -4.779 -0.735 -1.112 0.887 -0.707
C -1.666 -3.674 -1.263 0.853 -0.300 -0.045
C -0.665 -5.843 -2.966 -0.320 -0.548 0.039
C -0.377 -5.095 -4.224 -0.963 1.011 -0.586
H 2.429 -5.347 -0.421 0.054 0.282 -0.179
H 2.692 -6.989 -0.062 -0.508 -0.413 -0.049
H 1.348 -6.062 0.708 -0.028 -0.396 0.084
H 1.477 -6.852 -2.299 0.353 0.093 0.094
H 0.257 -7.391 -1.241 -0.164 -0.151 0.509
H -1.176 -5.524 -0.120 -0.479 -0.547 -0.267
H -0.111 -4.244 0.033 0.943 -0.050 -0.413
H -2.031 -3.028 -0.465 -0.115 -0.390 0.234
H -1.098 -2.967 -1.870 0.149 -0.073 -0.241
H -2.508 -3.990 -1.878 0.078 -0.315 0.197
H -1.697 -5.895 -2.619 -0.278 0.126 -0.630
H -0.400 -6.861 -3.250 0.019 -0.263 0.669
H -0.717 -5.691 -5.071 0.330 0.071 -0.171
H 0.681 -4.838 -4.291 0.070 -0.320 -0.242
H -0.929 -4.158 -4.290 0.026 0.233 0.053